Entry 1:
Computed, not measured: an isolated ion of composition C4H9N2O and charge +1 at a distorted geometry, with ωB97M-V/def2-TZVPD.

XYZ file:
```
16
Properties=species:S:1:pos:R:3
C 1.23 0.14 -0.26
C -0.33 -1.51 0.50
C -1.41 0.21 -0.66
C -1.57 1.43 0.16
N 1.00 -1.10 0.02
N 2.45 0.53 -0.37
O -1.23 -1.03 -0.47
H -0.19 -2.65 0.45
H -0.41 -1.18 1.52
H -1.86 0.30 -1.62
H -1.29 1.26 1.22
H -2.64 1.70 -0.11
H -1.17 2.29 -0.24
H 1.72 -1.91 -0.06
H 2.60 1.50 -0.31
H 3.09 0.04 0.23
```

Calculated values
Total charge: +1
Maximum force, hartree/bohr: 0.0710
Lowest unoccupied orbital energy, eV: -4.71
ΔE to the lowest compared entry with this formula, charge and spin, kcal per mole: 104.8
HOMO level, eV: -13.0
Energy, eV: -9311.469

---

Entry 2:
Computed, not measured: CH2N2O4 as an isolated structure at a distorted geometry, with ωB97M-V/def2-TZVPD.

XYZ file:
```
9
Properties=species:S:1:pos:R:3
C 1.81 0.33 1.30
N -0.30 -0.33 -0.22
N -1.28 -1.20 -0.58
O 0.73 -0.05 1.24
O 2.99 0.55 1.16
O -2.51 -0.79 -0.98
O -0.55 1.08 -0.38
H 0.59 -0.45 -0.84
H -1.47 0.86 -0.70
```

Calculated values
Total charge: 0
Maximum force, hartree/bohr: 0.1320
⟨S²⟩: 2.010
Lowest unoccupied orbital energy (spin up / spin down), eV: 0.34 / -2.60
ΔE to the lowest compared entry with this formula, charge and spin, kcal per mole: 60.0
HOMO level (spin up / spin down), eV: -8.1 / -9.8
Energy, eV: -12230.757
Spin multiplicity: 3

---

Entry 3:
Computed, not measured: C27H52P2RhSi as an isolated structure at a distorted geometry, with ωB97M-V/def2-TZVPD.

XYZ file:
```
83
Properties=species:S:1:pos:R:3
Rh -0.50 0.00 -1.55
C -1.42 1.51 1.38
C -0.91 2.07 0.20
C -2.76 0.66 -0.30
C -2.52 0.65 1.07
C -1.74 1.56 -0.94
C -0.99 1.79 2.77
H -0.30 2.65 2.84
H -0.49 0.90 3.21
H -1.85 2.00 3.41
C -3.39 -0.03 2.06
H -3.08 0.14 3.10
H -3.37 -1.11 1.88
H -4.45 0.29 1.97
C -3.99 0.22 -0.99
H -4.65 1.09 -1.15
H -4.56 -0.52 -0.43
H -3.76 -0.19 -1.98
C -2.29 2.50 -1.96
H -3.21 2.97 -1.59
H -2.52 1.94 -2.88
H -1.58 3.30 -2.18
C 0.00 3.23 0.08
H -0.52 4.16 0.38
H 0.36 3.37 -0.95
H 0.88 3.15 0.74
C 1.76 -0.51 4.00
C 2.14 0.50 4.80
C 3.12 1.59 4.48
C 4.41 1.20 3.71
C 4.42 1.40 2.24
C 3.37 1.32 1.41
C 2.05 0.74 1.81
C 2.11 -0.63 2.53
H 3.46 2.01 5.44
H 4.76 0.19 3.98
H 2.64 2.42 3.95
H 3.10 -1.08 2.40
H 1.20 -1.36 4.40
H 1.70 0.57 5.81
H 1.41 -1.33 2.04
H 1.52 1.46 2.43
H 3.41 1.82 0.44
H 1.44 0.61 0.90
H 5.19 1.87 4.12
H 5.40 1.66 1.83
P 1.62 -0.29 -1.78
C 2.73 -1.51 -1.02
C 2.73 1.08 -2.30
P -0.25 0.02 -3.65
C 1.38 -0.86 -3.53
C 0.08 1.77 -4.05
C -1.03 -0.73 -5.09
H 2.16 -2.37 -0.64
H 3.26 -1.04 -0.18
H 3.45 -1.85 -1.78
H 3.41 0.68 -3.07
H 3.35 1.42 -1.47
H 2.19 1.93 -2.73
H -0.26 -1.13 -5.76
H -1.63 0.01 -5.63
H -1.69 -1.54 -4.78
H 1.28 -1.95 -3.61
H 2.14 -0.49 -4.23
H -0.81 2.19 -4.53
H 0.96 1.90 -4.69
H 0.21 2.33 -3.11
C -0.97 -2.43 1.30
Si -1.82 -3.06 -0.26
C -1.33 -4.87 -0.51
C -3.70 -3.19 -0.14
C -1.30 -1.99 -1.74
H -1.65 -2.40 2.16
H -0.57 -1.42 1.14
H -0.14 -3.11 1.54
H -2.06 -5.50 0.02
H -1.34 -5.14 -1.57
H -0.34 -5.07 -0.09
H -4.13 -2.73 0.76
H -4.20 -2.77 -1.02
H -3.94 -4.26 -0.11
H -0.56 -2.52 -2.36
H -2.20 -1.88 -2.37
```

Calculated values
Total charge: +1
Maximum force, hartree/bohr: 0.0854
⟨S²⟩: 6.018
Lowest unoccupied orbital energy (spin up / spin down), eV: -1.77 / -5.18
ΔE to the lowest compared entry with this formula, charge and spin, kcal per mole: 0.0
HOMO level (spin up / spin down), eV: -8.9 / -11.1
Energy, eV: -58296.032
Spin multiplicity: 5

---

Entry 4:
Computed, not measured: one molecule with the formula CCl2FN at a distorted geometry, with ωB97M-V/def2-TZVPD.

XYZ file:
```
5
Properties=species:S:1:pos:R:3
F 0.07 1.89 -0.16
N -0.57 0.75 0.29
C -0.05 -0.38 -0.02
Cl -0.97 -1.68 0.61
Cl 1.51 -0.58 -0.73
```

Calculated values
Total charge: 0
SMILES: FN=C(Cl)Cl
Maximum force, hartree/bohr: 0.0404
Lowest unoccupied orbital energy, eV: 0.30
ΔE to the lowest compared entry with this formula, charge and spin, kcal per mole: 3.3
HOMO level, eV: -11.0
Energy, eV: -30286.806